No. 1
14
Properties=species:S:1:pos:R:3 method="wB97M-V/def2-TZVPD" homo_ev=-9.91 spin_multiplicity=1 relative_energy_ev=3.267 smiles="O/N=C1/CC[C@H]1O" orbital_gap_ev=10.75 molar_mass_g_mol=101.10
O 1.952 1.628 -0.079
N 1.815 0.271 -0.410
C 0.601 -0.082 -0.324
C -0.051 -1.435 -0.481
C -1.367 -0.795 0.057
C -0.682 0.600 0.110
O -0.652 1.185 1.391
H 2.905 1.772 -0.160
H 0.400 -2.216 0.139
H -0.096 -1.799 -1.512
H -1.665 -1.129 1.052
H -2.241 -0.887 -0.602
H -1.064 1.298 -0.650
H 0.217 1.599 1.505

***

No. 2
89
Properties=species:S:1:pos:R:3 method="wB97M-V/def2-TZVPD" homo_ev=-12.12 spin_multiplicity=1 smiles="CCCCCCCCCCCC[N@+]1(I)C[C@@](COCOCCO)([PH2]=O)O[C@@H](F)[C@]1(CCCO)C[C@H](C)I" total_charge=+1 orbital_gap_ev=6.94 molar_mass_g_mol=778.48
C 0.115 -7.098 -2.679
C -0.408 -6.992 -4.111
C 0.017 -5.708 -4.816
C -0.651 -4.458 -4.256
C -0.107 -3.162 -4.857
C -1.119 -2.020 -4.827
C -0.509 -0.675 -5.233
C 0.134 0.065 -4.059
C -0.879 0.713 -3.099
C -0.973 0.037 -1.728
C -1.689 0.911 -0.682
C -0.643 1.588 0.185
N -1.069 2.413 1.394
I -2.186 4.065 0.557
C 0.251 3.015 1.914
C 0.429 3.234 3.423
C 1.850 2.829 3.823
O 2.713 3.479 2.920
C 3.912 2.791 2.638
O 4.387 3.358 1.470
C 5.752 3.041 1.183
C 5.889 2.708 -0.298
O 7.119 2.060 -0.553
P 0.235 5.042 3.894
O 0.012 5.281 5.326
O -0.426 2.452 4.247
C -1.716 2.312 3.819
F -2.314 3.571 3.738
C -1.869 1.603 2.466
C -3.387 1.557 2.132
C -4.223 0.542 2.928
C -4.353 -0.863 2.330
O -3.974 -1.785 3.339
C -1.332 0.158 2.581
C 0.155 -0.167 2.793
C 0.605 -1.334 1.922
I 0.555 -0.653 4.846
H -0.525 -6.581 -1.963
H 0.182 -8.137 -2.357
H 1.115 -6.663 -2.592
H -0.069 -7.848 -4.698
H -1.502 -7.043 -4.103
H 1.105 -5.595 -4.738
H -0.209 -5.776 -5.884
H -0.521 -4.434 -3.168
H -1.732 -4.516 -4.432
H 0.795 -2.860 -4.313
H 0.208 -3.330 -5.892
H -1.965 -2.266 -5.472
H -1.530 -1.949 -3.811
H 0.247 -0.843 -6.005
H -1.270 -0.037 -5.692
H 0.754 -0.643 -3.497
H 0.822 0.821 -4.441
H -0.637 1.771 -2.953
H -1.873 0.686 -3.557
H -1.503 -0.912 -1.816
H 0.037 -0.217 -1.383
H -2.276 1.672 -1.204
H -2.385 0.318 -0.093
H 0.071 0.862 0.575
H -0.083 2.297 -0.428
H 1.052 2.383 1.538
H 0.367 3.967 1.401
H 1.958 1.738 3.769
H 2.027 3.127 4.862
H 3.695 1.713 2.507
H 4.621 2.908 3.472
H 6.101 2.183 1.769
H 6.368 3.902 1.454
H 5.885 3.623 -0.892
H 5.022 2.110 -0.601
H 6.998 1.104 -0.535
H 1.404 5.565 3.317
H -0.756 5.472 2.991
H -2.235 1.743 4.590
H -3.532 1.391 1.065
H -3.785 2.546 2.343
H -5.215 0.976 3.043
H -3.844 0.422 3.945
H -3.719 -0.983 1.442
H -5.385 -1.034 2.009
H -3.967 -2.685 2.987
H -1.660 -0.378 1.690
H -1.904 -0.281 3.394
H 0.793 0.695 2.608
H 1.691 -1.405 1.888
H 0.239 -1.209 0.897
H 0.221 -2.283 2.298

***

No. 3
14
Properties=species:S:1:pos:R:3 method="wB97M-V/def2-TZVPD" homo_ev=-10.23 spin_multiplicity=1 relative_energy_ev=0.609 orbital_gap_ev=10.12 molar_mass_g_mol=151.15
C -0.468 -1.323 -0.017
C 1.563 1.898 -0.625
N -0.874 -0.164 -0.481
N 0.589 -2.157 -0.184
N 2.358 2.263 0.343
O -1.363 -1.832 0.865
O -3.512 -0.794 -0.449
O -2.745 0.634 1.342
S -2.431 -0.375 0.383
H 0.871 2.651 -0.976
H 1.943 1.052 -1.178
H 1.555 -1.886 -0.125
H 0.479 -3.013 0.315
H 2.035 3.045 0.787